This record from OMol25 describes C6H18F4HfO6 as an isolated structure at a distorted geometry. The level of theory is wB97M-V/def2-TZVPD.

Each line ends with the Löwdin charge.
CARTESIAN COORDINATES (ANGSTROEM)
Hf: 0.2640 -0.1201 0.3565  2.01
F: 0.3944 1.3370 2.0881  -0.50
F: 1.7872 -0.6790 -1.2384  -0.53
F: -0.1139 -2.3002 0.0022  -0.53
F: -1.9598 0.1357 0.7278  -0.51
C: 0.7350 2.7377 -1.2977  -0.20
C: 1.8873 2.8928 -0.3048  -0.17
O: 2.1532 1.5213 0.0607  -0.18
O: -0.3076 1.9808 -0.7053  -0.14
H: 1.1531 2.3281 -2.2212  0.13
H: 0.3537 3.7229 -1.5893  0.13
H: 1.5728 3.3923 0.6126  0.12
H: 2.7354 3.4108 -0.7458  0.13
H: 3.0615 1.3550 -0.2095  0.11
H: -1.1226 2.3805 -1.0155  0.12
C: -2.2915 -0.0700 -2.1887  -0.19
C: -3.1075 -1.3638 -2.1736  -0.24
O: -2.7745 -2.2244 -3.2508  -0.05
O: -0.9239 -0.4452 -1.8294  -0.21
H: -2.6589 0.6425 -1.4570  0.10
H: -2.2367 0.2881 -3.2223  0.12
H: -4.1661 -1.0744 -2.2289  0.12
H: -2.9252 -1.8877 -1.2375  0.13
H: -3.2622 -1.9179 -4.0213  0.09
H: -0.7832 -1.2039 -2.4189  0.10
C: 2.0255 -1.6289 2.8897  -0.19
C: 0.6946 -1.3658 3.5780  -0.19
O: -0.3404 -1.3071 2.5795  -0.15
O: 2.0739 -1.0152 1.6048  -0.16
H: 2.2088 -2.7025 2.8129  0.13
H: 2.7781 -1.2444 3.5851  0.13
H: 0.6786 -0.3703 4.0241  0.12
H: 0.4654 -2.1617 4.2833  0.13
H: -1.0311 -1.9163 2.8451  0.11
H: 2.9821 -1.1267 1.3057  0.12

Cartesian forces, eV/Å:
Hf -1.9293 -2.1559 0.0598
F 0.0582 -1.8636 -2.1487
F -1.5775 0.9482 1.9287
F 0.4197 2.8344 0.7733
F 2.8143 -0.2147 -0.8283
C 1.0909 1.7334 -0.3648
C -1.6283 -0.7844 0.3710
O 0.8331 0.7735 0.1378
O 0.7488 -0.1288 -0.1444
H -0.3475 -0.6729 0.1318
H -0.0870 -0.0003 0.2305
H -0.0639 0.1138 -0.1117
H 0.1267 -0.2258 -0.0736
H -0.2706 -0.7817 -0.1370
H -0.4399 -0.5916 0.3891
C 0.9387 -1.3722 0.1298
C -0.7440 0.9281 0.2079
O 0.1911 0.0662 -0.0140
O -0.6714 0.6396 -0.4066
H 0.0144 0.0173 -0.0331
H -0.2785 0.4311 0.1531
H 0.0059 -0.2083 0.1122
H 0.0647 -0.0162 -0.0290
H 0.1160 -0.0955 -0.0564
H 0.7959 -0.1050 0.6336
C -0.3157 -0.5396 1.1974
C -0.5573 0.8156 -1.0929
O 0.6229 -0.0809 0.2107
O 0.0705 0.1848 0.4356
H -0.1433 -0.0183 -0.4007
H 0.2635 0.2576 -0.4062
H 0.2414 -0.1739 0.2999
H 0.2007 0.1213 0.2105
H -0.2907 0.0244 -0.6789
H -0.2727 0.1406 -0.6863

Properties
Maximum force ... 2.97 eV Å⁻¹
2S+1 ... 1
HOMO-LUMO gap ... 10.27 eV
Charge ... 0
Highest occupied orbital energy ... -9.953 eV

=====

This record from OMol25 describes C6H18KO10P as an isolated structure at a distorted geometry. The level of theory is wB97M-V/def2-TZVPD.

Each line ends with the Löwdin charge.
CARTESIAN COORDINATES (ANGSTROEM)
K: -10.5068 30.4984 3.0139  0.85
P: -10.9654 32.4334 0.3308  -0.06
O: -12.1347 31.7930 1.1508  -0.48
O: -11.6400 33.1543 -0.8446  -0.48
O: -10.3367 31.1305 -0.2900  -0.40
O: -9.9737 33.2289 1.2020  -0.43
C: -9.1765 28.2570 0.4015  -0.30
C: -9.5901 27.6646 -0.9234  -0.21
O: -10.4601 26.5082 -0.7398  -0.11
O: -10.2358 29.0209 0.9338  -0.27
H: -8.3029 28.9003 0.2157  0.11
H: -8.8824 27.5537 1.1892  0.10
H: -8.6876 27.2219 -1.3705  0.10
H: -10.1282 28.4341 -1.4685  0.13
H: -9.9476 25.8510 -0.2665  0.05
H: -10.2919 29.9319 0.4199  -0.04
C: -6.8158 33.7476 0.9417  -0.31
C: -6.5632 32.2207 1.0223  -0.26
O: -7.6179 31.4090 1.5404  -0.13
O: -7.7556 34.1707 0.0137  -0.11
H: -5.8092 34.1666 0.7996  0.10
H: -7.1849 34.0461 1.9444  0.11
H: -5.6927 32.0166 1.6577  0.09
H: -6.3181 31.8152 0.0324  0.11
H: -8.4677 31.8215 1.2694  0.03
H: -8.6893 33.8698 0.3008  0.05
C: -14.1918 29.7886 2.8403  -0.26
C: -15.0860 29.4018 4.0076  -0.28
O: -14.4480 28.7013 5.0600  -0.08
O: -13.5255 30.9998 3.1486  -0.18
H: -14.8301 30.0565 1.9963  0.13
H: -13.4820 28.9624 2.7343  0.12
H: -15.8554 28.7699 3.5494  0.10
H: -15.6446 30.2653 4.3798  0.11
H: -14.0674 29.3307 5.6748  0.07
H: -13.0865 31.4397 2.3443  0.00

Cartesian forces, eV/Å:
K -0.4094 0.6973 -0.8400
P -3.3810 -1.4143 -3.2647
O -0.2111 0.0006 2.4830
O 1.0535 1.0097 0.7400
O 1.9174 -0.4109 0.5853
O 1.0434 -0.1421 0.3990
C -0.7680 1.6353 0.3283
C 0.4853 -1.8523 1.2085
O -0.4323 0.4291 -0.3865
O 0.5140 -1.5910 0.9734
H 0.0427 0.0649 -0.0150
H 0.0926 -0.6103 -0.3606
H -0.0143 0.7293 -0.6840
H 0.1456 -0.1512 -0.3284
H 0.0745 0.0483 0.1392
H -0.2503 1.4344 -0.9520
C -0.7638 -1.0509 1.2247
C -0.4345 -0.4792 -0.2653
O 0.0720 0.6268 0.2925
O 0.1394 -0.0576 -0.5566
H -0.2641 0.4090 -0.3791
H 0.4218 -0.0387 0.0164
H 0.0571 0.2397 0.1180
H 0.0677 0.3223 -0.2283
H -0.1888 0.0906 -0.2670
H 0.4214 -0.0152 0.2778
C 0.2681 1.8001 1.0146
C -0.7221 0.1988 -0.9715
O -0.0300 -0.3622 0.2116
O 0.1050 -0.3584 1.2145
H 0.0415 -0.9461 -0.4472
H -0.1420 -0.1251 -0.7792
H 0.0869 -0.5181 0.4609
H 0.2700 0.2156 0.0640
H 0.0799 0.2181 -0.1804
H 0.6119 -0.0463 -0.8460

Properties
Maximum force ... 4.91 eV Å⁻¹
2S+1 ... 1
HOMO-LUMO gap ... 3.40 eV
Charge ... -2
Highest occupied orbital energy ... 0.325 eV

=====

This record from OMol25 describes a 2-piece molecular cluster, C6H18N2O overall at a distorted geometry. The level of theory is wB97M-V/def2-TZVPD.

Each line ends with the Löwdin charge.
CARTESIAN COORDINATES (ANGSTROEM)
C: 1.0513 2.7300 -1.2077  -0.10
C: 0.7768 2.6927 0.2404  -0.28
N: 0.1879 1.4409 0.9321  -0.12
C: 0.7319 0.1013 1.0665  -0.27
C: 0.9533 -0.6698 -0.2333  -0.20
C: 1.0306 -2.1179 0.2704  -0.24
C: -0.2920 -2.9518 0.3263  -0.32
N: -1.5814 -2.5169 -0.2462  -0.04
H: 0.1227 2.9662 -1.6592  0.06
H: 1.9446 3.2904 -1.4491  0.08
H: 1.3395 1.6858 -1.4271  0.06
H: 1.6534 2.8209 0.9064  0.10
H: 0.0716 3.5249 0.6400  0.13
H: -0.7776 1.3644 0.5659  0.07
H: 1.6299 0.2543 1.9108  0.17
H: -0.0681 -0.4686 1.6035  0.11
H: 1.6743 -0.2726 -0.8974  0.07
H: -0.0748 -0.6274 -0.8308  0.13
H: 1.6306 -2.4203 1.1788  0.12
H: 1.6100 -2.6372 -0.4481  0.07
H: -0.0820 -3.9459 -0.1877  0.10
H: -0.3376 -3.5552 1.3277  0.13
H: -1.3139 -2.1293 -1.2143  0.09
H: -2.0627 -1.7788 0.3583  0.08
O: -3.4435 1.1822 -0.3588  -0.01
H: -2.5593 1.5535 -0.3992  0.02
H: -3.8154 0.4842 -0.7680  -0.03

Cartesian forces, eV/Å:
C 0.8767 -2.1582 0.3614
C -0.4156 -0.2425 5.0771
N -2.1176 1.8575 -1.4596
C 0.9774 1.8402 1.6425
C -3.0937 -0.8944 1.7975
C 0.7203 -1.4035 -0.6026
C 0.1651 -3.5200 0.9409
N 0.7941 1.6851 -0.0591
H -0.4159 0.4775 -1.3194
H -0.3275 0.7296 -0.2835
H -0.3013 0.4630 -0.5290
H 0.1281 0.2990 -0.8192
H 1.0307 -1.2576 -1.0097
H 0.7395 -0.1456 0.5032
H -1.7470 -1.0231 -2.6283
H 0.7133 0.4690 -0.1318
H 1.1826 -0.1248 -0.3901
H 2.0196 0.2591 1.1772
H -0.6939 1.4403 -0.4315
H 0.6384 -0.6491 -1.1042
H -0.0004 1.3560 -0.3612
H -0.7908 2.1294 -0.9563
H -1.1113 -0.4952 2.0669
H 1.0676 -1.0745 -1.4268
O 0.6886 4.6959 3.5416
H -0.2553 -1.1752 -0.9509
H -0.4716 -3.5376 -2.6452

Properties
Maximum force ... 5.92 eV Å⁻¹
SMILES ... CCNCCCCN.O
2S+1 ... 1
HOMO-LUMO gap ... 9.23 eV
Charge ... 0
Highest occupied orbital energy ... -8.552 eV

=====

This record from OMol25 describes a 2-piece molecular cluster, C6H18N3 overall at a distorted geometry. The level of theory is wB97M-V/def2-TZVPD.

Each line ends with the Löwdin charge.
CARTESIAN COORDINATES (ANGSTROEM)
C: -0.2995 0.5744 1.8905  -0.28
C: -1.3819 0.2454 3.0289  -0.09
C: 1.1678 0.9247 2.3469  -0.13
H: -0.3299 -0.2858 1.3129  0.02
H: -0.6346 1.4727 1.3111  0.09
H: -1.2087 -0.7629 3.4111  0.07
H: 1.2093 0.9478 3.4613  0.08
H: 2.1325 0.3345 2.2383  0.07
H: -2.3935 -0.0164 2.5705  0.08
H: -1.6668 0.9625 3.7607  0.05
H: 1.5702 1.8873 2.1186  0.04
C: -0.3557 0.7837 -2.3004  -0.15
C: -1.9504 0.6064 -1.9129  -0.07
C: 0.7836 -0.8203 -0.9289  -0.43
N: 0.5908 0.4841 -1.2094  0.01
N: -0.3205 -1.6134 -0.7507  0.21
N: 2.0317 -1.2789 -0.7169  0.23
H: -0.0886 0.0794 -3.1454  0.14
H: -0.1846 1.8706 -2.4443  0.13
H: -1.9799 1.0566 -0.8431  0.10
H: -2.5370 -0.2797 -2.0339  0.04
H: 0.8709 1.1781 -0.4755  0.17
H: -1.1347 -1.4257 -1.2477  0.06
H: -0.0529 -2.6000 -0.3612  0.19
H: 2.7553 -0.5214 -0.6817  0.16
H: 2.4698 -2.1586 -0.5006  0.13
H: -2.6940 1.2321 -2.4573  0.08

Cartesian forces, eV/Å:
C -0.2056 2.2299 1.9364
C -0.7490 -1.4849 -2.3919
C 0.9961 -0.8860 2.4486
H 0.0372 -1.3192 -1.3901
H -0.0375 -0.9233 0.2945
H 0.6922 0.3758 0.7283
H -0.4305 0.1172 -0.5021
H -1.6261 -0.5245 -0.8136
H 1.1514 0.7832 -0.2224
H 0.6126 0.6724 0.7343
H -0.5140 1.0806 -0.6185
C -2.0237 -0.3097 0.1597
C 0.9315 3.0219 1.4840
C -0.6386 -1.5068 1.4457
N 0.4093 0.3192 0.1403
N 5.0694 -2.7613 1.4160
N 0.8110 2.7523 0.1088
H -0.1743 1.4122 0.6121
H -0.2496 -0.9073 -0.7638
H -0.3582 -1.2311 -1.5291
H 0.6089 -1.4805 0.3836
H -0.3526 -0.9125 -1.2772
H -1.7372 0.2543 -0.5914
H -1.3691 2.3458 -1.5072
H -1.0970 -0.9359 -0.2947
H -1.0598 -0.5939 0.1651
H 1.3032 0.4122 -0.1552

Properties
Maximum force ... 5.94 eV Å⁻¹
2S+1 ... 1
HOMO-LUMO gap ... 10.55 eV
Charge ... +1
Highest occupied orbital energy ... -14.042 eV